1.
{"formula": "C5H6N6O3", "method": "the ωB97M-V functional and the def2-TZVPD basis", "symbols": ["C", "C", "C", "C", "C", "N", "N", "N", "N", "N", "N", "O", "O", "O", "H", "H", "H", "H", "H", "H"], "xyz": [[1.560, -2.905, -0.052], [-0.018, -1.638, -0.801], [-1.181, -1.215, -1.511], [0.720, -0.884, 0.113], [-1.038, 1.024, -0.407], [0.542, -2.895, -0.869], [-1.588, 0.151, -1.184], [1.699, -1.711, 0.573], [0.540, 0.414, 0.370], [-1.293, 2.246, -0.112], [-0.227, -4.273, -2.049], [-1.835, -1.828, -2.299], [0.488, -4.296, -2.909], [-1.139, -4.598, -1.489], [2.211, -3.743, 0.111], [-2.444, 0.405, -1.694], [2.429, -1.484, 1.238], [0.766, 0.862, 1.246], [-0.708, 2.795, 0.512], [-2.077, 2.748, -0.532]], "forces_ev_per_a": [[-0.3, -0.6, -0.4], [0.4, 0.5, 0.7], [0.4, -0.2, 0.2], [-0.6, -1.1, -0.9], [5.3, -2.0, 2.7], [0.6, 0.5, 0.6], [-1.0, 0.2, -0.6], [0.0, 0.5, 0.2], [-4.3, 2.6, -2.3], [-0.5, 0.7, -0.1], [0.1, 0.2, 0.3], [0.0, 0.1, 0.0], [1.0, -0.2, -1.5], [-1.4, -0.7, 0.7], [0.2, -0.1, 0.1], [0.2, 0.0, 0.1], [0.0, 0.0, -0.1], [-0.1, 0.0, 0.2], [0.0, -0.2, -0.1], [0.1, -0.1, 0.1]], "fmax_ev_per_a": 6.31, "total_charge": 2, "e_homo_ev": -16.67, "lumo_energy_ev": -8.20, "homo_lumo_gap_ev": 8.5}

=====

2.
{"formula": "C7H39NO11", "method": "the ωB97M-V functional and the def2-TZVPD basis", "symbols": ["C", "C", "C", "C", "C", "N", "C", "C", "H", "H", "H", "H", "H", "H", "H", "H", "H", "H", "H", "H", "H", "H", "H", "H", "H", "O", "H", "H", "O", "H", "H", "O", "H", "H", "O", "H", "H", "O", "H", "H", "O", "H", "H", "O", "H", "H", "O", "H", "H", "O", "H", "H", "O", "H", "H", "O", "H", "H"], "xyz": [[-0.153, 3.127, -2.996], [-0.973, 1.973, -2.523], [-0.120, 0.620, -2.406], [0.057, 0.240, -0.950], [-1.132, -0.291, -0.205], [-1.826, -1.553, -0.604], [-0.950, -2.631, -1.136], [-2.968, -1.356, -1.550], [0.855, 3.112, -2.508], [-0.185, 3.093, -4.100], [-0.455, 4.111, -2.607], [-1.362, 2.145, -1.535], [-1.930, 1.750, -3.138], [-0.558, -0.251, -2.966], [0.871, 0.701, -2.852], [0.896, -0.469, -0.933], [0.466, 1.142, -0.444], [-1.975, 0.492, -0.145], [-0.812, -0.424, 0.913], [-0.321, -2.402, -2.036], [-1.572, -3.474, -1.334], [-0.184, -3.038, -0.403], [-3.793, -0.992, -0.911], [-3.220, -2.347, -1.883], [-2.781, -0.664, -2.376], [-1.092, -2.716, 2.108], [-1.897, -2.707, 2.624], [-1.333, -2.219, 1.304], [3.703, 1.603, -2.536], [3.658, 2.565, -2.649], [3.662, 1.423, -3.500], [-3.495, -1.557, 2.325], [-3.283, -1.923, 1.456], [-3.956, -0.704, 2.135], [-1.919, 1.833, 1.005], [-1.140, 1.912, 1.624], [-2.609, 2.461, 1.220], [0.866, -1.116, 2.847], [0.245, -1.883, 2.549], [1.610, -0.996, 2.257], [3.019, -1.666, 1.057], [3.522, -2.250, 1.622], [3.605, -1.406, 0.317], [3.107, 0.635, 0.042], [3.657, 1.308, -0.350], [3.119, 0.929, 0.976], [0.061, 1.240, 2.688], [-0.145, 1.862, 3.402], [0.276, 0.259, 2.843], [-1.880, 0.496, 4.292], [-1.195, -0.056, 4.662], [-2.069, -0.109, 3.561], [3.030, -1.932, -2.318], [2.683, -1.715, -1.398], [3.300, -1.031, -2.539], [2.554, 1.803, 2.391], [2.873, 1.552, 3.262], [1.588, 1.491, 2.348]], "forces_ev_per_a": [[0.6, 0.8, 0.2], [-1.1, -2.5, -0.4], [-1.3, 0.0, -0.7], [1.3, 0.0, -0.4], [-1.9, 0.2, 1.9], [1.2, -0.5, -1.0], [1.7, 0.2, 0.7], [0.4, 0.3, 1.9], [-0.4, -0.6, -1.0], [0.8, 0.5, 0.5], [-0.7, -0.2, -0.5], [-0.1, 0.2, 0.5], [1.6, 0.7, 0.6], [0.0, 0.9, 0.4], [0.1, 0.5, 0.0], [-0.2, 0.0, 0.4], [-0.4, -0.6, 0.1], [1.7, -1.7, -0.4], [-0.5, 0.3, -2.0], [-0.8, 0.2, 0.4], [-0.5, -0.6, -0.4], [-0.9, 0.9, -0.3], [0.1, 0.1, -0.6], [-0.4, -0.2, -0.5], [0.1, -0.1, 0.0], [0.5, -0.3, -0.4], [-0.2, 0.1, 0.5], [0.0, -0.2, -0.1], [0.0, 0.7, -1.8], [0.0, 0.1, 0.8], [0.1, -0.7, 0.7], [-0.8, 1.1, -0.1], [-0.1, 0.3, -0.3], [0.5, -1.0, 0.2], [0.2, 1.1, 0.8], [-1.0, -0.3, -0.5], [0.2, 0.4, 0.4], [-1.3, -1.0, 0.5], [1.0, 1.3, 0.3], [0.5, -0.5, -0.7], [0.1, -0.2, -0.4], [0.2, -0.4, 0.1], [-0.4, 0.2, 0.8], [0.4, 0.2, 0.2], [0.2, 0.2, -0.7], [-0.4, -0.2, 0.0], [0.3, 1.2, -1.0], [0.1, -1.2, 0.2], [-0.4, 0.3, 0.7], [-0.4, -0.7, -0.1], [0.6, 0.1, 1.0], [-0.7, 0.4, -0.5], [-0.6, 1.0, 2.0], [0.3, -0.9, -1.6], [0.2, -0.1, -0.4], [-0.3, -0.3, -0.1], [0.0, 0.0, 0.0], [0.9, 0.8, 0.3]], "fmax_ev_per_a": 2.82, "e_above_lowest_ev": 4.0504, "smiles": "CCCCCN(C)C.O.O.O.O.O.O.O.O.O.O.O", "e_homo_ev": -8.70, "lumo_energy_ev": 0.33, "homo_lumo_gap_ev": 9.0}

=====

3.
{"formula": "C19H24ClN5O", "method": "the ωB97M-V functional and the def2-TZVPD basis", "symbols": ["C", "C", "N", "C", "C", "C", "C", "C", "C", "O", "C", "C", "C", "C", "C", "Cl", "C", "C", "C", "C", "N", "N", "C", "N", "N", "C", "H", "H", "H", "H", "H", "H", "H", "H", "H", "H", "H", "H", "H", "H", "H", "H", "H", "H", "H", "H", "H", "H", "H", "H"], "xyz": [[-3.382, 2.526, -4.401], [-3.486, 2.132, -2.966], [-2.334, 2.408, -2.142], [-1.943, 3.838, -1.865], [-2.024, 4.170, -0.460], [-1.882, 1.504, -1.285], [-2.827, 0.782, -0.569], [-2.345, -0.296, 0.106], [-0.982, -0.644, 0.199], [-0.598, -1.629, 1.037], [-0.431, -1.154, 2.387], [0.835, -1.529, 3.167], [1.695, -0.461, 3.482], [2.824, -0.772, 4.226], [3.086, -2.073, 4.447], [4.493, -2.468, 5.504], [2.286, -3.157, 4.032], [1.089, -2.873, 3.354], [-0.112, 0.086, -0.610], [1.204, -0.441, -1.040], [1.765, -1.566, -0.555], [2.980, -1.707, -1.041], [3.443, -2.920, -1.054], [2.869, -3.986, -0.478], [4.781, -3.050, -1.248], [-0.556, 1.137, -1.383], [-2.716, 1.808, -4.821], [-2.929, 3.552, -4.603], [-4.316, 2.420, -4.984], [-4.227, 2.791, -2.376], [-3.669, 1.080, -2.902], [-0.868, 3.944, -2.158], [-2.571, 4.523, -2.384], [-3.051, 4.164, -0.189], [-1.512, 3.467, 0.119], [-1.474, 5.161, -0.323], [-3.898, 1.069, -0.446], [-3.036, -0.971, 0.634], [-0.472, -0.041, 2.388], [-1.347, -1.454, 2.915], [1.475, 0.553, 3.237], [3.487, 0.035, 4.636], [2.573, -4.175, 4.230], [0.216, -3.608, 3.050], [1.887, 0.278, -1.497], [3.465, -4.466, 0.132], [2.036, -3.755, -0.009], [5.111, -3.711, -1.886], [5.354, -2.198, -1.413], [0.036, 1.679, -2.193]], "forces_ev_per_a": [[0.4, 1.3, -1.1], [-1.4, 2.8, 2.4], [0.4, 4.2, -2.8], [1.7, -2.2, -1.8], [0.7, 2.3, 0.9], [-0.2, -1.6, 0.2], [0.0, 0.0, 0.7], [0.1, -2.1, 1.9], [-1.8, 1.5, -0.9], [0.9, -0.7, 0.6], [-0.7, 1.3, 0.7], [-1.3, 1.4, -2.5], [-0.1, -2.0, 0.7], [0.4, 2.5, -0.1], [0.9, -2.8, 1.2], [-0.7, 0.2, -0.7], [-0.5, 0.4, -0.5], [-0.6, -0.7, 0.7], [2.0, -1.6, -1.1], [1.7, -1.8, 3.4], [-3.7, 2.9, -1.1], [2.1, -0.5, -1.8], [0.6, 2.6, 2.0], [-1.1, -1.1, -1.0], [2.4, 1.5, -0.3], [0.0, 0.8, -0.3], [0.8, -0.4, -0.7], [-0.7, -1.2, 0.5], [0.2, 0.2, 0.6], [-0.5, -1.4, -1.5], [-0.6, -0.5, 0.2], [-0.8, 0.2, -0.3], [-0.4, 0.3, -1.1], [-0.9, 0.5, 0.8], [0.8, -1.1, 1.1], [-1.2, -1.0, 0.2], [1.1, -0.2, -0.6], [0.3, 0.4, 0.0], [0.0, -0.6, -0.2], [0.3, -0.2, 0.2], [-0.3, 0.4, -0.2], [-0.7, -1.0, -0.5], [0.2, -0.1, 0.2], [2.4, 1.2, 0.7], [-0.2, -0.3, -0.6], [1.1, -0.9, 0.6], [-1.5, 0.4, 0.3], [0.2, -1.6, -0.8], [-1.4, -0.6, 0.3], [-0.5, -1.1, 1.4]], "fmax_ev_per_a": 5.03, "e_above_lowest_ev": 2.5524, "smiles": "CCN(CC)c1ccc(OCc2ccc(Cl)cc2)c(/C=N/N=C(N)N)c1", "e_homo_ev": -7.35, "lumo_energy_ev": 0.47, "homo_lumo_gap_ev": 7.8}

=====

4.
{"formula": "C46H44N2O20S", "method": "the ωB97M-V functional and the def2-TZVPD basis", "symbols": ["C", "C", "C", "C", "C", "C", "C", "C", "C", "C", "C", "C", "C", "C", "C", "N", "S", "N", "C", "H", "H", "H", "H", "H", "H", "H", "H", "H", "H", "H", "H", "H", "H", "H", "H", "H", "H", "H", "H", "H", "H", "H", "H", "C", "C", "C", "O", "C", "C", "C", "O", "O", "O", "H", "H", "H", "H", "C", "C", "C", "O", "C", "C", "C", "O", "O", "O", "H", "H", "H", "H", "C", "C", "C", "O", "C", "C", "C", "O", "O", "O", "H", "H", "H", "H", "C", "C", "C", "O", "C", "C", "C", "O", "O", "O", "H", "H", "H", "H", "C", "C", "C", "O", "C", "C", "C", "O", "O", "O", "H", "H", "H", "H"], "xyz": [[-3.591, -7.223, -1.148], [-2.848, -6.236, -0.216], [-2.187, -5.135, -1.096], [-1.535, -4.044, -0.190], [-2.639, -2.986, 0.157], [-2.400, -1.580, -0.437], [-2.678, -1.443, -1.932], [-3.837, -0.895, -2.424], [-4.978, -0.413, -1.497], [-5.657, -1.640, -0.812], [-7.041, -1.980, -1.435], [-5.747, -1.507, 0.739], [-4.090, -0.725, -3.840], [-3.202, -1.073, -4.795], [-1.989, -1.665, -4.344], [-1.006, -2.083, -5.154], [0.146, -2.615, -4.157], [-0.521, -2.389, -2.700], [-1.724, -1.842, -2.933], [-2.863, -7.617, -1.873], [-4.054, -8.036, -0.570], [-4.356, -6.680, -1.721], [-3.520, -5.796, 0.536], [-2.011, -6.752, 0.285], [-1.458, -5.577, -1.792], [-3.016, -4.709, -1.691], [-0.696, -3.551, -0.688], [-1.255, -4.530, 0.756], [-2.629, -2.864, 1.256], [-3.614, -3.422, -0.086], [-3.007, -0.814, 0.065], [-1.349, -1.295, -0.256], [-4.484, 0.260, -0.776], [-5.687, 0.192, -2.082], [-5.027, -2.507, -1.051], [-6.847, -2.204, -2.497], [-7.781, -1.192, -1.275], [-7.335, -2.938, -0.981], [-5.638, -2.521, 1.151], [-6.715, -1.076, 1.031], [-4.915, -0.904, 1.128], [-5.033, -0.283, -4.168], [-3.408, -0.908, -5.852], [3.561, -0.763, -0.012], [2.507, -0.849, -0.836], [2.366, 0.067, -2.021], [1.400, -0.058, -2.753], [3.394, 1.071, -2.239], [4.443, 1.155, -1.414], [4.598, 0.227, -0.250], [5.586, 0.340, 0.457], [5.406, 2.066, -1.581], [1.539, -1.745, -0.647], [3.680, -1.414, 0.843], [3.269, 1.730, -3.081], [6.045, 1.920, -0.855], [0.886, -1.623, -1.373], [-11.659, -1.803, 3.319], [-10.880, -2.348, 2.377], [-9.928, -1.519, 1.567], [-9.230, -2.073, 0.737], [-9.886, -0.084, 1.810], [-10.668, 0.462, 2.750], [-11.601, -0.371, 3.579], [-12.274, 0.178, 4.431], [-10.663, 1.770, 3.004], [-10.902, -3.654, 2.105], [-12.347, -2.390, 3.910], [-9.209, 0.505, 1.209], [-11.311, 1.903, 3.722], [-10.250, -3.787, 1.392], [4.507, 0.767, -8.119], [4.930, 1.095, -6.893], [4.301, 0.514, -5.662], [4.740, 0.835, -4.571], [3.187, -0.406, -5.828], [2.760, -0.733, -7.054], [3.406, -0.174, -8.287], [2.989, -0.521, -9.375], [1.743, -1.571, -7.248], [5.933, 1.953, -6.693], [4.954, 1.176, -9.014], [2.730, -0.804, -4.932], [1.635, -1.641, -8.216], [6.041, 2.015, -5.725], [4.276, 3.488, 4.014], [5.045, 2.942, 3.061], [5.929, 3.787, 2.188], [6.621, 3.241, 1.349], [5.910, 5.227, 2.386], [5.142, 5.768, 3.334], [4.282, 4.926, 4.223], [3.618, 5.477, 5.086], [5.098, 7.088, 3.548], [5.069, 1.631, 2.836], [3.638, 2.893, 4.652], [6.538, 5.826, 1.742], [4.471, 7.216, 4.285], [5.703, 1.496, 2.101], [8.928, 5.567, 7.851], [8.021, 5.383, 6.884], [8.407, 4.843, 5.537], [7.540, 4.678, 4.698], [9.810, 4.545, 5.293], [10.717, 4.732, 6.260], [10.328, 5.246, 7.614], [11.193, 5.379, 8.459], [12.012, 4.473, 6.077], [6.729, 5.667, 7.063], [8.662, 5.953, 8.825], [10.078, 4.173, 4.314], [12.447, 4.690, 6.924], [6.285, 5.446, 6.224]], "forces_ev_per_a": [[0.3, 0.4, 0.5], [0.7, -0.2, -1.2], [-0.2, 0.1, 0.8], [-1.5, 0.0, -0.5], [0.9, -0.1, 0.9], [0.0, 0.1, -0.7], [-0.1, 0.0, -0.2], [-1.2, 0.6, -0.1], [1.0, -0.5, -0.2], [-0.4, 0.5, 0.2], [1.4, -0.6, 0.1], [0.2, -0.4, -0.8], [0.0, 0.1, 0.2], [0.1, -0.2, 0.0], [-0.1, 0.1, -0.2], [0.3, 0.0, 1.2], [0.2, -0.3, -0.2], [-0.2, 0.3, -0.9], [-0.2, 0.1, 0.0], [-0.3, -0.1, 0.2], [0.1, 0.1, -0.4], [0.1, -0.3, 0.2], [0.2, -0.1, -0.2], [-0.5, 0.1, 0.2], [-0.2, 0.0, 0.2], [0.5, 0.1, -0.1], [0.0, -0.3, 0.4], [0.4, 0.2, -0.4], [-0.1, 0.1, -0.4], [0.1, 0.4, 0.0], [0.1, -0.4, 0.0], [-0.3, -0.2, 0.0], [-0.5, -0.2, 0.0], [0.1, -0.2, 0.2], [-0.1, 0.3, 0.2], [-0.4, 0.3, 0.1], [0.1, -0.3, -0.1], [-0.4, 0.5, -0.1], [-0.3, 0.4, 0.2], [0.4, -0.1, 0.1], [-0.3, -0.1, 0.0], [0.2, -0.1, 0.3], [0.2, -0.2, 0.2], [0.2, 0.1, 0.1], [-0.1, -0.5, 0.5], [0.3, 0.5, -0.2], [-0.1, -0.2, 0.2], [-0.4, 0.0, 0.3], [0.0, 0.4, -0.4], [-0.3, -0.4, 0.2], [0.2, 0.2, -0.2], [0.0, -0.4, 0.4], [0.1, 0.6, -0.4], [0.0, 0.0, 0.0], [0.0, 0.1, 0.1], [0.0, 0.1, 0.0], [-0.1, -0.3, 0.0], [-0.1, 0.2, 0.1], [-0.4, -0.3, 0.3], [0.2, 0.5, -0.1], [-0.2, -0.3, 0.2], [0.1, -0.2, -0.1], [0.4, 0.4, -0.3], [-0.2, -0.5, 0.1], [0.1, 0.3, -0.1], [-0.3, -0.3, 0.2], [0.3, 0.3, -0.2], [0.0, 0.0, 0.0], [0.0, 0.0, 0.0], [0.0, 0.1, 0.0], [0.0, -0.1, 0.0], [-0.1, -0.1, -0.1], [0.3, 0.3, -0.5], [-0.4, -0.4, 0.2], [0.5, 0.1, -0.5], [0.2, 0.1, 0.2], [-0.3, -0.2, 0.4], [0.4, 0.3, -0.2], [-0.2, -0.2, 0.1], [0.3, 0.2, -0.4], [-0.3, -0.2, 0.4], [0.0, 0.0, 0.0], [-0.1, 0.0, 0.0], [-0.1, 0.0, 0.0], [0.1, 0.0, 0.0], [-0.1, 0.2, 0.1], [-0.3, -0.4, 0.4], [0.2, 0.5, -0.1], [-0.2, -0.3, 0.0], [-0.1, -0.1, -0.3], [0.2, 0.4, -0.4], [-0.2, -0.6, 0.1], [0.2, 0.3, 0.0], [-0.2, -0.3, 0.3], [0.4, 0.6, -0.2], [0.0, 0.0, 0.0], [0.0, 0.0, 0.0], [0.0, 0.1, 0.0], [-0.1, -0.3, 0.0], [0.2, 0.0, 0.1], [-0.2, 0.2, 0.5], [0.4, -0.2, -0.3], [-0.2, 0.0, 0.4], [-0.2, 0.0, -0.1], [0.2, -0.2, -0.5], [-0.4, 0.2, 0.4], [0.2, -0.1, -0.2], [-0.2, 0.2, 0.4], [0.2, -0.2, -0.4], [0.0, 0.0, 0.0], [0.0, 0.0, 0.0], [0.1, 0.0, 0.0], [-0.1, 0.0, 0.1]], "fmax_ev_per_a": 1.57, "e_homo_ev": -8.75, "lumo_energy_ev": -1.66, "homo_lumo_gap_ev": 7.1}

=====

What did the first record say?
{"formula": "C5H6N6O3", "method": "the ωB97M-V functional and the def2-TZVPD basis", "symbols": ["C", "C", "C", "C", "C", "N", "N", "N", "N", "N", "N", "O", "O", "O", "H", "H", "H", "H", "H", "H"], "xyz": [[1.560, -2.905, -0.052], [-0.018, -1.638, -0.801], [-1.181, -1.215, -1.511], [0.720, -0.884, 0.113], [-1.038, 1.024, -0.407], [0.542, -2.895, -0.869], [-1.588, 0.151, -1.184], [1.699, -1.711, 0.573], [0.540, 0.414, 0.370], [-1.293, 2.246, -0.112], [-0.227, -4.273, -2.049], [-1.835, -1.828, -2.299], [0.488, -4.296, -2.909], [-1.139, -4.598, -1.489], [2.211, -3.743, 0.111], [-2.444, 0.405, -1.694], [2.429, -1.484, 1.238], [0.766, 0.862, 1.246], [-0.708, 2.795, 0.512], [-2.077, 2.748, -0.532]], "forces_ev_per_a": [[-0.3, -0.6, -0.4], [0.4, 0.5, 0.7], [0.4, -0.2, 0.2], [-0.6, -1.1, -0.9], [5.3, -2.0, 2.7], [0.6, 0.5, 0.6], [-1.0, 0.2, -0.6], [0.0, 0.5, 0.2], [-4.3, 2.6, -2.3], [-0.5, 0.7, -0.1], [0.1, 0.2, 0.3], [0.0, 0.1, 0.0], [1.0, -0.2, -1.5], [-1.4, -0.7, 0.7], [0.2, -0.1, 0.1], [0.2, 0.0, 0.1], [0.0, 0.0, -0.1], [-0.1, 0.0, 0.2], [0.0, -0.2, -0.1], [0.1, -0.1, 0.1]], "fmax_ev_per_a": 6.31, "total_charge": 2, "e_homo_ev": -16.67, "lumo_energy_ev": -8.20, "homo_lumo_gap_ev": 8.5}